Entry from OMol25: an isolated molecule of C14H30N4S (ωB97M-V/def2-TZVPD).

## Properties
* maximum force: 0.0154 hartree/bohr
* LUMO level: 0.0256 hartree
* DFT total energy: -31800.292 eV
* molar mass: 286.489 g mol⁻¹

Structure (XYZ):
```
49
C14H30N4S | OMol25 | ωB97M-V/def2-TZVPD
C -2.89 4.34 -2.28
N -2.18 3.30 -1.57
C -1.85 3.70 -0.21
C -0.99 2.63 0.45
N -1.74 1.39 0.44
N -1.30 0.39 1.31
C -0.09 -0.23 1.39
S 0.15 -1.16 2.75
N 0.77 -0.07 0.38
C 2.12 -0.61 0.22
C 2.67 -0.04 -1.09
C 2.99 -0.08 1.38
C 2.14 -2.15 0.29
C 1.45 -3.02 -0.78
C 1.30 -4.42 -0.16
C 0.05 -2.52 -1.15
C 2.29 -3.17 -2.05
C -2.07 0.96 -0.91
C -2.92 2.05 -1.54
H -3.07 4.01 -3.30
H -2.27 5.23 -2.31
H -3.85 4.59 -1.81
H -1.30 4.64 -0.25
H -2.76 3.85 0.40
H -0.77 2.90 1.48
H -0.04 2.56 -0.11
H -1.88 0.26 2.13
H 0.46 0.51 -0.38
H 3.63 -0.48 -1.31
H 1.99 -0.24 -1.92
H 2.79 1.04 -1.00
H 2.64 -0.48 2.32
H 4.03 -0.39 1.23
H 2.95 1.00 1.41
H 1.69 -2.41 1.25
H 3.19 -2.45 0.33
H 0.66 -4.38 0.72
H 2.27 -4.81 0.14
H 0.85 -5.11 -0.87
H -0.55 -2.39 -0.25
H 0.09 -1.58 -1.69
H -0.45 -3.25 -1.78
H 3.30 -3.49 -1.80
H 2.36 -2.24 -2.61
H 1.85 -3.92 -2.70
H -2.62 0.02 -0.85
H -1.18 0.82 -1.54
H -3.17 1.77 -2.57
H -3.86 2.15 -0.97
```